[1]
{
  "formula": "C5H5ClNS",
  "method": "ωB97M-V/def2-TZVPD",
  "symbols": ["C", "C", "C", "C", "C", "N", "S", "Cl", "H", "H", "H", "H", "H"],
  "positions_angstrom": [[-1.444, -0.453, -0.060], [-0.296, 1.468, -1.535], [-0.577, 0.469, -0.623], [-1.035, -1.372, 0.871], [0.714, 1.065, -0.679], [1.926, 1.175, -0.242], [0.611, -1.426, 1.405], [-2.128, -2.507, 1.511], [-2.471, -0.459, -0.393], [-0.631, 2.094, -2.326], [0.499, -2.483, 2.204], [2.258, 0.590, 0.515], [2.573, 1.837, -0.650]],
  "forces_ev_per_angstrom": [[-0.727, -1.096, 0.758], [0.443, -1.345, 1.618], [1.649, 1.594, -1.025], [-0.086, 0.487, -0.497], [-1.775, 0.007, -0.728], [0.777, 0.037, 0.272], [0.076, 0.035, -0.016], [0.089, 0.167, -0.107], [-0.049, -0.047, 0.021], [-0.162, 0.317, -0.374], [-0.066, -0.180, 0.170], [-0.045, 0.117, -0.140], [-0.124, -0.092, 0.048]],
  "mulliken_charge": [-0.591, -0.507, 0.233, 0.571, 0.506, -0.294, -0.229, -0.091, 0.403, 0.382, 0.199, 0.167, 0.252],
  "homo_energy_ha": -0.48801,
  "total_charge": 1,
  "e_above_lowest_kcal_mol": 6.4,
  "mol_weight_da": 146.62,
  "e_tot_ha": -1106.3383
}


[2]
{
  "formula": "C15H27N5O",
  "method": "ωB97M-V/def2-TZVPD",
  "symbols": ["N", "C", "C", "N", "C", "C", "C", "C", "C", "C", "C", "C", "N", "N", "C", "N", "C", "C", "C", "O", "C", "H", "H", "H", "H", "H", "H", "H", "H", "H", "H", "H", "H", "H", "H", "H", "H", "H", "H", "H", "H", "H", "H", "H", "H", "H", "H", "H"],
  "positions_angstrom": [[2.922, -3.848, -1.560], [1.895, -3.485, -2.541], [1.593, -1.962, -2.677], [1.562, -1.253, -1.347], [0.613, -1.793, -0.360], [0.480, -0.704, 0.675], [-0.847, -0.844, 1.467], [-2.155, -0.887, 0.738], [-2.666, -2.133, 0.365], [-3.913, -2.163, -0.283], [-4.555, -0.929, -0.474], [-3.963, 0.249, 0.019], [-4.549, 1.467, 0.036], [-2.792, 0.288, 0.569], [0.659, 0.606, -0.067], [1.505, 1.471, 0.737], [0.922, 2.115, 1.886], [1.692, 3.349, 2.223], [1.628, 4.462, 1.148], [2.201, 5.637, 1.753], [1.403, 0.228, -1.357], [2.746, -3.436, -0.642], [3.826, -3.538, -1.883], [2.138, -3.857, -3.523], [0.961, -3.985, -2.285], [0.639, -1.882, -3.165], [2.344, -1.477, -3.331], [-0.373, -2.040, -0.803], [0.949, -2.749, 0.059], [1.372, -0.798, 1.341], [-0.787, -1.773, 2.055], [-0.873, -0.026, 2.145], [-2.080, -3.015, 0.563], [-4.407, -3.107, -0.576], [-5.549, -0.872, -0.898], [-4.079, 2.131, 0.665], [-5.539, 1.419, 0.111], [-0.280, 1.098, -0.302], [2.360, 0.982, 0.953], [0.880, 1.428, 2.725], [-0.105, 2.391, 1.698], [2.723, 3.080, 2.466], [1.234, 3.736, 3.122], [2.228, 4.223, 0.250], [0.603, 4.641, 0.842], [2.257, 6.320, 1.082], [0.809, 0.531, -2.217], [2.371, 0.702, -1.400]],
  "forces_ev_per_angstrom": [[-0.281, -0.267, -0.327], [-0.256, 0.999, 0.996], [0.825, 0.427, 1.381], [0.122, -0.554, -0.388], [-0.091, -0.304, -1.126], [-0.719, -1.270, 0.058], [0.948, -0.703, 0.260], [0.317, -0.079, -0.195], [-0.637, 0.645, -0.477], [-0.097, 0.870, 0.218], [-0.112, -0.712, 0.179], [-0.510, -0.662, -0.217], [-0.721, 1.328, -0.213], [2.523, -1.639, 0.858], [1.152, -0.141, 0.307], [-0.332, 1.028, -1.284], [0.210, -0.523, -0.315], [0.062, 0.764, -0.140], [1.254, -0.342, 0.438], [-0.314, -0.248, 0.004], [-0.526, -1.255, -0.385], [0.079, 0.020, -0.588], [0.156, 0.125, 0.127], [0.379, -0.203, -0.303], [-0.029, -0.078, 0.240], [-0.813, 0.228, -0.465], [-0.238, -0.120, 0.488], [0.150, 0.277, -0.135], [0.176, 0.121, 0.085], [-0.879, 0.027, -0.065], [0.084, 0.267, -0.025], [-0.213, 0.651, 0.759], [-0.084, -0.181, 0.042], [0.414, 0.684, 0.103], [0.033, -0.072, -0.111], [-0.507, -0.620, -0.544], [-0.706, 0.450, -0.002], [-0.126, 0.113, 0.172], [0.118, 0.050, 0.178], [0.013, -0.063, 0.640], [-0.462, -0.017, -0.439], [0.060, 0.241, -0.117], [0.079, 0.445, 0.410], [-0.392, -0.245, 0.382], [-0.382, 0.016, -0.016], [0.017, 0.069, -0.047], [-0.038, 0.203, -0.309], [0.296, 0.248, -0.094]],
  "mulliken_charge": [-0.610, -0.723, -0.681, 0.174, -1.424, 0.617, -1.691, 0.789, -0.598, -0.483, -0.635, 0.472, -0.529, -0.320, 0.088, -0.272, -0.686, -0.821, -0.406, -0.515, -1.093, 0.311, 0.243, 0.423, 0.284, 0.395, 0.468, 0.271, 0.453, 0.373, 0.488, 0.455, 0.461, 0.378, 0.317, 0.266, 0.232, 0.209, 0.324, 0.340, 0.414, 0.289, 0.387, 0.282, 0.307, 0.299, 0.303, 0.377],
  "homo_energy_ha": -0.29706,
  "smiles": "NCCN1C[C@H](Cc2cccc(N)n2)[C@@H](NCCCO)C1",
  "total_charge": 0,
  "mol_weight_da": 293.42,
  "e_tot_ha": -936.7542
}